{"formula": "C46H44BrCdN2OP2Se", "method": "ωB97M-V/def2-TZVPD", "species": ["Cd", "O", "C", "C", "C", "N", "C", "Br", "C", "H", "H", "H", "H", "C", "N", "C", "P", "C", "C", "C", "C", "C", "C", "C", "C", "C", "C", "C", "C", "C", "C", "C", "C", "C", "C", "P", "C", "C", "C", "C", "C", "C", "C", "C", "C", "C", "C", "C", "H", "H", "H", "H", "H", "H", "H", "H", "H", "H", "H", "H", "H", "H", "H", "H", "H", "H", "H", "H", "H", "H", "H", "H", "H", "H", "H", "H", "H", "C", "C", "C", "C", "C", "C", "Se", "C", "C", "C", "H", "H", "H", "H", "H", "H", "H", "H", "H", "H", "H"], "xyz": [[0.1140, -1.2985, 0.2613], [1.9158, -6.8515, -1.8134], [1.7729, -5.5291, -1.6366], [1.1434, -4.6936, -2.5571], [1.0426, -3.3555, -2.2569], [1.5193, -2.8110, -1.1263], [2.1409, -3.6364, -0.2847], [2.8695, -2.8342, 1.2657], [2.2978, -4.9892, -0.4692], [1.5278, -7.1303, -2.6514], [0.7362, -5.0796, -3.4833], [0.5670, -2.6697, -2.9505], [2.7986, -5.6144, 0.2546], [-0.8982, 1.8618, -1.4500], [0.3250, 2.5870, -1.1213], [0.7010, 2.5650, 0.2809], [1.4020, 0.9500, 0.8601], [0.9907, 0.9637, 2.6377], [-0.3642, 1.0438, 2.9703], [-0.7764, 0.9713, 4.2892], [0.1661, 0.8009, 5.2961], [1.5105, 0.6898, 4.9742], [1.9254, 0.7672, 3.6480], [3.1907, 1.1523, 0.7028], [3.8763, 2.1792, 1.3555], [5.2475, 2.3038, 1.2044], [5.9426, 1.4120, 0.3926], [5.2674, 0.4007, -0.2720], [3.8925, 0.2693, -0.1145], [0.4517, 3.8466, -1.7922], [0.4526, 3.8619, -3.1873], [0.5671, 5.0589, -3.8734], [0.6968, 6.2590, -3.1836], [0.7000, 6.2447, -1.7993], [0.5694, 5.0479, -1.1013], [-0.6566, 0.0838, -1.8946], [0.3070, 0.1322, -3.4280], [-0.2210, -0.2005, -4.6738], [0.5830, -0.1282, -5.8067], [1.9089, 0.2702, -5.7018], [2.4434, 0.5875, -4.4593], [1.6488, 0.5103, -3.3268], [-2.3248, -0.4560, -2.3607], [-3.3347, 0.4062, -2.7883], [-4.5792, -0.0945, -3.1457], [-4.8253, -1.4605, -3.0866], [-3.8281, -2.3267, -2.6604], [-2.5881, -1.8246, -2.2943], [-1.3609, 2.3386, -2.3100], [-1.6255, 1.9002, -0.6261], [-0.1185, 2.8460, 0.9542], [1.5146, 3.2719, 0.4270], [-1.1164, 1.1568, 2.1942], [-1.8306, 1.0255, 4.5268], [-0.1514, 0.7445, 6.3300], [2.2449, 0.5398, 5.7557], [2.9781, 0.6724, 3.4100], [3.3424, 2.8781, 1.9901], [5.7772, 3.0949, 1.7191], [7.0149, 1.5100, 0.2805], [5.8067, -0.2860, -0.9118], [3.3639, -0.5263, -0.6268], [0.3820, 2.9287, -3.7351], [0.5715, 5.0509, -4.9562], [0.7919, 7.1927, -3.7216], [0.7906, 7.1710, -1.2465], [0.5463, 5.0727, -0.0202], [-1.2558, -0.5080, -4.7680], [0.1676, -0.3803, -6.7739], [2.5278, 0.3329, -6.5879], [3.4775, 0.8953, -4.3717], [2.0706, 0.7633, -2.3607], [-3.1698, 1.4747, -2.8459], [-5.3553, 0.5840, -3.4761], [-5.7967, -1.8478, -3.3686], [-4.0218, -3.3889, -2.5893], [-1.8273, -2.5077, -1.9330], [-4.2730, -0.5671, 6.1330], [-3.4622, -1.1013, 4.9805], [-3.8974, -0.9775, 3.6677], [-3.1795, -1.5059, 2.5944], [-3.7110, -1.3226, 1.1979], [-1.9772, -2.1709, 2.8600], [-1.0405, -3.1274, 1.4788], [-1.4840, -2.2583, 4.1708], [-0.1575, -2.8958, 4.4933], [-2.2470, -1.7328, 5.2082], [-5.2427, -0.2013, 5.7977], [-3.7584, 0.2561, 6.6339], [-4.4452, -1.3423, 6.8807], [-4.8341, -0.4663, 3.4668], [-4.6210, -0.7219, 1.2095], [-3.9295, -2.2788, 0.7204], [-2.9815, -0.8246, 0.5561], [0.6195, -2.5571, 3.8069], [-0.2016, -3.9839, 4.4065], [0.1422, -2.6465, 5.5112], [-1.8729, -1.8168, 6.2258]], "nbo_charge": [1.334, -0.625, 0.385, -0.330, 0.075, -0.608, 0.169, 0.107, -0.325, 0.494, 0.234, 0.214, 0.262, -0.513, -0.493, -0.506, 0.759, -0.358, -0.247, -0.115, -0.211, -0.195, -0.215, -0.405, -0.188, -0.204, -0.173, -0.231, -0.116, 0.237, -0.283, -0.173, -0.227, -0.185, -0.281, 0.740, -0.292, -0.225, -0.210, -0.178, -0.209, -0.223, -0.403, -0.138, -0.219, -0.183, -0.194, -0.193, 0.242, 0.216, 0.213, 0.248, 0.208, 0.223, 0.225, 0.225, 0.225, 0.222, 0.229, 0.228, 0.226, 0.210, 0.218, 0.220, 0.224, 0.222, 0.213, 0.229, 0.227, 0.226, 0.227, 0.225, 0.205, 0.227, 0.228, 0.226, 0.218, -0.633, 0.003, -0.257, 0.068, -0.646, -0.232, -0.427, -0.006, -0.638, -0.233, 0.218, 0.216, 0.227, 0.207, 0.216, 0.233, 0.197, 0.223, 0.231, 0.214, 0.209], "homo_ha": -0.366, "energy_ha": -7789.813086, "total_charge": 1, "e_lumo_ha": -0.0746, "homo_lumo_gap_ev": 7.9188}

{"formula": "C46H44N5O6P2SSe2TeZr", "method": "ωB97M-V/def2-TZVPD", "species": ["Zr", "O", "C", "C", "C", "O", "C", "Se", "C", "Se", "H", "H", "H", "H", "H", "H", "H", "H", "H", "H", "N", "C", "C", "C", "C", "C", "C", "S", "O", "O", "N", "C", "N", "C", "C", "C", "N", "H", "H", "H", "H", "H", "H", "H", "H", "H", "Te", "C", "C", "C", "N", "C", "C", "C", "P", "C", "C", "C", "C", "C", "C", "C", "C", "C", "C", "C", "C", "P", "C", "C", "C", "C", "C", "C", "C", "C", "C", "C", "C", "C", "H", "H", "H", "H", "H", "H", "H", "H", "H", "H", "H", "H", "H", "H", "H", "H", "H", "H", "H", "H", "H", "H", "H", "H", "O", "C", "O", "H"], "xyz": [[-0.7900, 0.4991, -0.7346], [-3.3008, 6.0288, -2.1162], [-2.0044, 5.8845, -1.5382], [-1.5581, 4.4289, -1.3714], [-1.7594, 3.7436, -2.7294], [-1.0593, 2.5157, -2.8697], [-0.0847, 4.4488, -0.9911], [0.7241, 2.7621, -0.3973], [-2.3619, 3.8032, -0.2118], [-2.9765, 1.9725, -0.4109], [-3.8887, 5.3949, -1.6908], [-1.9677, 6.3844, -0.5629], [-1.3204, 6.4084, -2.2100], [-1.4452, 4.4297, -3.5249], [-2.8112, 3.5101, -2.8801], [-0.1099, 2.6906, -2.9045], [0.0545, 5.1152, -0.1388], [0.5193, 4.8305, -1.8206], [-3.2746, 4.3735, -0.0181], [-1.7576, 3.8459, 0.6946], [2.7435, 3.7734, -7.0599], [2.5909, 2.8360, -6.0436], [2.5655, 3.2428, -4.7071], [2.4304, 2.3098, -3.6963], [2.3234, 0.9568, -4.0110], [2.3706, 0.5400, -5.3360], [2.5178, 1.4747, -6.3434], [1.8702, -0.1661, -2.7517], [2.4117, 0.3107, -1.5058], [2.2212, -1.4867, -3.1914], [0.2592, 0.0072, -2.5625], [-0.7032, -0.2102, -3.5192], [-1.9107, -0.0821, -2.9369], [-2.9817, -0.1802, -3.6911], [-2.8636, -0.4311, -5.0531], [-1.5797, -0.5788, -5.5453], [-0.4778, -0.4739, -4.7958], [2.4742, 4.7158, -6.8348], [2.4528, 3.4809, -7.9771], [2.6522, 4.2966, -4.4649], [2.4137, 2.6127, -2.6543], [2.2848, -0.5133, -5.5613], [2.5584, 1.1536, -7.3785], [-3.9323, -0.0675, -3.1829], [-3.7322, -0.5220, -5.6876], [-1.4147, -0.7928, -6.5966], [2.5993, -1.5535, 2.9963], [1.7594, -2.6165, 4.6306], [1.5706, -3.9932, 4.5709], [0.9533, -4.6375, 5.6336], [0.5180, -4.0159, 6.7320], [0.6983, -2.6954, 6.7769], [1.3066, -1.9598, 5.7678], [0.8077, -1.3424, 1.9639], [0.0090, 0.2784, 1.9724], [0.9459, 1.4275, 3.0506], [0.5544, 1.7309, 4.3515], [1.3100, 2.5957, 5.1383], [2.4625, 3.1748, 4.6308], [2.8693, 2.8690, 3.3374], [2.1205, 2.0006, 2.5623], [-1.4983, 0.0361, 3.0129], [-1.6504, -1.1306, 3.7499], [-2.7947, -1.3460, 4.5107], [-3.7977, -0.3878, 4.5430], [-3.6424, 0.7952, 3.8285], [-2.4986, 1.0042, 3.0710], [0.7252, -1.9056, 0.2485], [2.1962, -2.9946, 0.0043], [3.4180, -2.4498, -0.3887], [4.5494, -3.2413, -0.5058], [4.4876, -4.5985, -0.2193], [3.2826, -5.1508, 0.1867], [2.1459, -4.3568, 0.2904], [-0.5719, -3.2226, 0.2183], [-1.0534, -3.8177, 1.3761], [-2.0623, -4.7717, 1.3127], [-2.6002, -5.1400, 0.0849], [-2.1204, -4.5519, -1.0790], [-1.1126, -3.5988, -1.0082], [1.8915, -4.5559, 3.7022], [0.8012, -5.7122, 5.6033], [0.3345, -2.1949, 7.6692], [1.4114, -0.8854, 5.8634], [-0.3430, 1.2919, 4.7660], [0.9918, 2.8109, 6.1515], [3.0422, 3.8594, 5.2385], [3.7761, 3.3023, 2.9331], [2.4556, 1.7630, 1.5604], [-0.8570, -1.8673, 3.7193], [-2.8988, -2.2648, 5.0761], [-4.6990, -0.5617, 5.1187], [-4.4178, 1.5515, 3.8517], [-2.3900, 1.9231, 2.5089], [3.4896, -1.3920, -0.5937], [5.4853, -2.7912, -0.8135], [5.3707, -5.2195, -0.3118], [3.2189, -6.2049, 0.4298], [1.2194, -4.8157, 0.6066], [-0.6305, -3.5138, 2.3269], [-2.4349, -5.2224, 2.2254], [-3.3931, -5.8763, 0.0360], [-2.5396, -4.8260, -2.0395], [-0.7422, -3.1381, -1.9200], [-1.9341, -0.8309, 0.3438], [-3.1393, -1.3071, 0.0982], [-3.8062, -1.0738, -0.8843], [-3.5219, -1.9586, 0.8963]], "mulliken_charge": [-1.780, -0.553, -1.158, 2.791, -1.861, 0.043, -2.045, -0.141, -1.497, -0.401, 0.362, 0.387, 0.481, 0.500, 0.315, -0.020, 0.605, 0.414, 0.612, 0.268, -0.583, 1.114, -0.807, -0.619, -0.711, -0.425, -0.827, 1.720, -0.785, -0.882, 1.208, 0.314, 0.172, -0.264, -0.883, -0.534, -0.438, 0.213, 0.207, 0.336, 0.625, 0.468, 0.285, 0.530, 0.408, 0.456, 0.099, 0.067, -0.150, -0.433, -0.696, -0.394, -0.117, -2.017, 1.810, 0.508, -0.565, -0.796, -0.551, -0.881, -0.556, 0.440, 0.065, -0.887, -0.690, -0.713, -0.541, 2.787, 0.528, -0.138, -0.951, -0.605, -0.797, -0.358, -0.470, 0.569, -0.868, -0.691, -0.679, -0.492, 0.429, 0.378, 0.378, 0.399, 0.476, 0.420, 0.371, 0.428, 0.616, 0.117, 0.448, 0.332, 0.383, 0.347, 0.438, 0.433, 0.360, 0.424, 0.457, 0.236, 0.437, 0.317, 0.406, 0.389, 2.088, -0.731, -0.523, 0.291], "homo_ha": -0.163, "energy_ha": -8703.559795, "total_charge": -1, "e_above_lowest_kj_mol": 35.05, "e_lumo_ha": 0.0769, "homo_lumo_gap_ev": 6.5256}

- Which formula does entry 2 have?
  C46H44N5O6P2SSe2TeZr